Version P
C3H6N4 in the gas phase, computed with ωB97M-V with the def2-TZVPD basis set.

Results
Structure (SMILES)   [H]\N=C/C(/C=N/N)=N\[H]
Gap between HOMO and LUMO   8.9 eV
Molecular weight   98.1 g mol⁻¹
HOMO energy   -9.299 eV

```
! wB97M-V def2-TZVPD RIJCOSX def2/J DEFGRID3
* xyz 0 1
H 2.911 0.872 0.799
N 2.506 0.040 1.232
C 1.295 -0.192 0.864
C 0.437 0.845 0.013
C -0.848 0.286 -0.426
N -0.937 -1.015 -0.299
N -2.201 -1.490 -0.386
N 0.980 1.839 -0.598
H 1.726 2.312 -0.085
H 0.787 -1.009 1.400
H -1.618 0.963 -0.822
H -2.219 -2.469 -0.672
H -2.818 -0.983 -1.021
*
```


Version Q
A molecular structure, C3H6N4, computed with ωB97M-V with the def2-TZVPD basis set.

Results
Gap between HOMO and LUMO   9.6 eV
Molecular weight   98.1 g mol⁻¹
HOMO energy   -8.860 eV

```
! wB97M-V def2-TZVPD RIJCOSX def2/J DEFGRID3
* xyz 0 1
C -0.642 -0.439 -0.160
C -0.323 -1.690 -0.032
C 1.441 -0.618 0.026
H -2.249 1.132 -0.662
H -2.874 -0.265 -0.005
H -1.108 -2.501 0.044
H 2.494 -0.186 0.257
H 1.220 2.037 0.869
H 1.367 2.168 -0.646
N -1.933 0.294 0.261
N 1.126 -1.798 0.071
N 0.580 0.286 -0.027
N 0.901 1.579 0.005
*
```


Version R
2 unconnected molecules or ions with the total composition C3H6N4, computed with ωB97M-V with the def2-TZVPD basis set.

Results
Gap between HOMO and LUMO   9.0 eV
Molecular weight   98.1 g mol⁻¹
HOMO energy   -8.853 eV

```
! wB97M-V def2-TZVPD RIJCOSX def2/J DEFGRID3
* xyz 0 1
C 1.556 0.768 0.069
C -1.880 -0.297 0.292
C -1.372 -0.953 1.248
N 1.575 -0.375 -0.198
N -2.472 0.050 -0.773
N 1.823 -1.575 -0.256
N 1.023 1.829 -0.563
H -1.582 -0.849 2.253
H -0.463 -1.428 1.084
H -2.004 0.827 -1.333
H 2.825 -1.863 -0.522
H 0.450 2.438 0.018
H 0.521 1.428 -1.320
*
```


version P comes first in stability; the runner-up is 0.0553 hartree higher.


Version P
C3H6N4 in the gas phase, computed with ωB97M-V with the def2-TZVPD basis set.

Results
Gap between HOMO and LUMO (spin up / spin down)   7.8 / 7.8 eV
Molecular weight   98.1 g mol⁻¹
HOMO energy (spin up / spin down)   -7.091 / -7.092 eV

```
! wB97M-V def2-TZVPD RIJCOSX def2/J DEFGRID3
* xyz 0 1
C 0.967 0.259 0.328
C -1.005 1.655 -0.324
C 1.507 -1.108 0.343
N -2.185 1.308 -0.728
N -2.302 0.042 -0.918
N -1.086 -0.495 -0.573
N -0.276 0.504 -0.083
H 1.531 1.121 0.322
H -0.909 2.614 0.274
H 1.576 -1.765 -0.464
H 0.696 -1.629 0.923
H 2.454 -1.023 0.991
H -0.969 -1.482 -0.091
*
```


Version Q
C3H6N4 in the gas phase, computed with ωB97M-V with the def2-TZVPD basis set.

Results
Structure (SMILES)   [H]/N=C1/NN=C[C@@H]1N
Gap between HOMO and LUMO   9.3 eV
Molecular weight   98.1 g mol⁻¹
HOMO energy   -8.788 eV

```
! wB97M-V def2-TZVPD RIJCOSX def2/J DEFGRID3
* xyz 0 1
H -1.933 1.519 0.148
N -0.985 1.835 0.078
C -0.228 0.767 0.113
N 1.142 0.919 -0.184
N 1.785 -0.340 -0.106
C 0.895 -1.220 0.115
C -0.467 -0.649 0.398
N -1.564 -1.225 -0.323
H 1.678 1.784 -0.460
H 1.066 -2.298 0.288
H -0.701 -0.792 1.503
H -1.373 -1.006 -1.315
H -2.588 -0.915 -0.173
*
```


version Q comes first in stability; the runner-up is 0.1090 hartree higher.


Version P
2 unconnected molecules or ions with the total composition C5H11O3, computed with ωB97M-V with the def2-TZVPD basis set.

Results
Gap between HOMO and LUMO   8.1 eV
Molecular weight   119.1 g mol⁻¹
HOMO energy   -4.314 eV

```
! wB97M-V def2-TZVPD RIJCOSX def2/J DEFGRID3
* xyz -1 1
C -2.050 -0.019 -0.218
C -1.186 0.901 0.641
C -2.235 0.572 -1.606
O -1.391 -1.294 -0.322
H -2.985 -0.234 0.302
H -1.599 1.915 0.703
H -2.442 1.640 -1.532
H -1.277 0.478 -2.131
H -3.031 0.111 -2.184
H -0.464 -1.158 -0.046
H -0.209 0.955 0.153
H -0.936 0.462 1.603
C 3.282 -0.139 0.750
C 2.230 -1.271 0.609
O 1.111 -1.055 1.141
O 2.588 -2.230 -0.092
H 4.279 -0.566 0.639
H 3.216 0.415 1.692
H 3.098 0.517 -0.103
*
```


Version Q
2 unconnected molecules or ions with the total composition C5H11O3, computed with ωB97M-V with the def2-TZVPD basis set.

Results
Gap between HOMO and LUMO   8.4 eV
Molecular weight   119.1 g mol⁻¹
HOMO energy   -4.525 eV

```
! wB97M-V def2-TZVPD RIJCOSX def2/J DEFGRID3
* xyz -1 1
C -2.446 -0.697 1.203
C -1.952 -2.110 1.522
O -1.802 -0.132 0.092
H -3.508 -0.713 0.949
H -2.324 -0.044 2.075
H -2.051 -2.323 2.589
H -0.899 0.225 0.329
H -0.904 -2.219 1.275
H -2.517 -2.847 0.969
C 1.284 1.064 -1.345
C 2.667 0.750 -1.862
C 1.282 1.580 0.157
O 2.246 2.254 0.522
O 0.265 1.238 0.818
H 0.789 1.887 -1.876
H 0.610 0.214 -1.412
H 3.480 1.108 -1.230
H 2.940 1.097 -2.868
H 2.838 -0.333 -1.908
*
```


Version R
2 unconnected molecules or ions with the total composition C5H11O3, computed with ωB97M-V with the def2-TZVPD basis set.

Results
Gap between HOMO and LUMO   7.2 eV
Molecular weight   119.1 g mol⁻¹
HOMO energy   -3.973 eV

```
! wB97M-V def2-TZVPD RIJCOSX def2/J DEFGRID3
* xyz -1 1
C 1.574 -1.140 0.674
C 2.107 -0.179 -0.397
O 2.613 -1.961 1.272
H 1.104 -0.648 1.515
H 0.944 -1.860 0.162
H 1.157 0.137 -0.810
H 3.366 -2.048 0.691
H 2.706 -0.695 -1.141
H 2.586 0.650 0.116
C -1.239 0.973 -0.423
C -1.922 0.928 0.949
C -2.233 0.458 -1.525
O -3.452 0.617 -1.300
O -1.690 -0.065 -2.523
H -0.921 1.970 -0.727
H -0.448 0.232 -0.389
H -2.894 1.389 0.838
H -1.316 1.350 1.761
H -2.041 -0.110 1.257
*
```


version P comes first in stability; the runner-up is 0.0033 hartree higher.


Version P
2 unconnected molecules or ions with the total composition C5H11O3, computed with ωB97M-V with the def2-TZVPD basis set.

Results
Gap between HOMO and LUMO   7.3 eV
Molecular weight   119.1 g mol⁻¹
HOMO energy   -3.827 eV

```
! wB97M-V def2-TZVPD RIJCOSX def2/J DEFGRID3
* xyz -1 1
C -0.689 -0.084 2.206
C -2.003 -0.112 1.387
O -2.829 0.845 1.396
O -2.100 -1.128 0.645
H 0.017 0.131 1.419
H -0.489 -1.116 2.481
H -0.859 0.617 3.024
C 1.753 0.224 -1.728
C 0.638 -0.765 -1.766
C 1.458 1.385 -0.756
O 2.991 -0.384 -1.244
H 2.024 0.688 -2.670
H 0.061 -0.857 -0.841
H 0.802 1.014 0.032
H 2.405 1.738 -0.363
H 0.815 2.203 -1.100
H 2.682 -0.968 -0.556
H 0.940 -1.781 -2.057
H -0.027 -0.739 -2.642
*
```


Version Q
2 unconnected molecules or ions with the total composition C5H11O3, computed with ωB97M-V with the def2-TZVPD basis set.

Results
Gap between HOMO and LUMO   8.4 eV
Molecular weight   119.1 g mol⁻¹
HOMO energy   -4.468 eV

```
! wB97M-V def2-TZVPD RIJCOSX def2/J DEFGRID3
* xyz -1 1
C -1.630 -2.089 0.589
C -0.752 -1.641 1.794
O -1.371 -1.389 -0.575
H -1.466 -3.155 0.432
H -2.643 -1.775 0.879
H -0.385 -2.504 2.405
H -1.271 -0.399 -0.602
H -1.336 -1.189 2.591
H 0.050 -0.922 1.552
C 0.807 1.445 -1.469
C 2.231 1.209 -0.920
C -0.183 1.969 -0.389
O 0.103 3.056 0.144
O -1.164 1.215 -0.131
H 0.733 2.282 -2.179
H 0.459 0.470 -1.819
H 2.623 2.016 -0.312
H 2.920 1.045 -1.759
H 2.276 0.356 -0.231
*
```


version Q comes first in stability; the runner-up is 0.0182 hartree higher.


Version P
C3H3BrN2O in the gas phase, computed with ωB97M-V with the def2-TZVPD basis set.

Results
Gap between HOMO and LUMO   7.7 eV
Molecular weight   163.0 g mol⁻¹
HOMO energy   -8.009 eV

```
! wB97M-V def2-TZVPD RIJCOSX def2/J DEFGRID3
* xyz 0 1
C -2.005 -0.086 -1.070
C 0.321 -0.506 -0.531
C -2.905 -2.050 -0.231
N -0.835 -0.043 -0.648
N 1.068 -0.351 0.547
O -3.067 -0.912 -0.880
Br -4.475 -2.979 -0.247
H -2.323 0.899 -1.654
H 2.056 -0.287 0.527
H 0.484 0.048 1.333
*
```


Version Q
C3H3BrN2O in the gas phase, computed with ωB97M-V with the def2-TZVPD basis set.

Results
Gap between HOMO and LUMO   7.8 eV
Molecular weight   163.0 g mol⁻¹
HOMO energy   -7.422 eV

```
! wB97M-V def2-TZVPD RIJCOSX def2/J DEFGRID3
* xyz 0 1
C 0.303 -1.372 -0.041
C -0.110 -0.007 -0.015
C -0.485 -2.425 -0.007
N -1.376 0.344 0.009
N -2.356 -0.527 -0.005
O -1.080 -3.417 0.020
Br -4.038 0.233 -0.002
H 1.360 -1.574 -0.057
H 0.627 0.773 0.023
H -1.575 1.346 0.038
*
```


version Q comes first in stability; the runner-up is 0.0706 hartree higher.


Version P
A gas-phase ion, C6H12NOS (charge +1), computed with ωB97M-V with the def2-TZVPD basis set.

Results
Gap between HOMO and LUMO (spin up / spin down)   5.1 / 5.1 eV
Molecular weight   146.2 g mol⁻¹
HOMO energy (spin up / spin down)   -11.041 / -11.039 eV

```
! wB97M-V def2-TZVPD RIJCOSX def2/J DEFGRID3
* xyz 1 1
C 0.296 -0.297 0.230
C 1.641 0.396 -0.199
C 2.747 -0.536 -0.080
C -0.855 0.472 0.208
C -0.865 2.046 0.189
C -2.595 -1.064 -0.483
N -2.083 -0.085 0.381
O 0.546 -1.643 0.381
S 4.267 0.036 -0.086
H 1.414 0.654 -1.222
H 1.703 1.354 0.386
H 2.799 -1.561 0.410
H -1.813 2.378 -0.374
H 0.158 2.418 -0.092
H -1.133 2.274 1.247
H -1.745 -1.662 -0.804
H -3.305 -1.712 0.000
H -3.019 -0.702 -1.419
H -0.187 -2.138 0.684
H -2.845 0.559 0.647
H 4.871 -1.187 -0.004
*
```


Version Q
2 unconnected molecules or ions with the total composition C6H12NOS, computed with ωB97M-V with the def2-TZVPD basis set.

Results
Gap between HOMO and LUMO (spin up / spin down)   8.0 / 7.5 eV
Molecular weight   146.2 g mol⁻¹
HOMO energy (spin up / spin down)   -12.971 / -12.563 eV

```
! wB97M-V def2-TZVPD RIJCOSX def2/J DEFGRID3
* xyz 1 1
C 3.980 0.271 0.800
C -1.086 -1.600 0.118
C -1.866 -0.487 -0.587
C 0.344 -0.978 0.175
C -1.182 0.824 -0.268
C 1.201 1.547 -0.313
N 0.251 0.546 0.217
O 6.239 -0.267 0.136
S 4.945 -0.116 -0.495
H 4.360 0.145 1.738
H -1.418 -1.849 1.036
H -0.850 -2.545 -0.430
H -1.767 -0.532 -1.592
H -2.841 -0.557 -0.194
H 0.892 -1.265 0.947
H 0.958 -1.049 -0.787
H -0.983 1.418 -1.058
H -1.838 1.276 0.416
H 1.769 1.202 -1.179
H 1.061 2.553 -0.138
H 0.115 0.689 1.187
*
```


Version R
A gas-phase ion, C6H12NOS (charge +1), computed with ωB97M-V with the def2-TZVPD basis set.

Results
Gap between HOMO and LUMO (spin up / spin down)   5.8 / 8.6 eV
Molecular weight   146.2 g mol⁻¹
HOMO energy (spin up / spin down)   -11.498 / -12.999 eV

```
! wB97M-V def2-TZVPD RIJCOSX def2/J DEFGRID3
* xyz 1 1
C 0.097 -1.617 0.341
C -1.689 0.311 0.142
C -2.011 0.239 -1.395
C -0.189 -0.207 0.306
C 1.508 -1.984 0.771
C 0.967 1.736 1.012
N 0.843 0.731 -0.112
O -0.895 -2.384 0.343
S -1.142 1.166 -2.508
H -1.793 1.241 0.535
H -2.310 -0.358 0.654
H -2.550 -0.540 -1.777
H 2.166 -2.032 -0.094
H 1.569 -2.952 1.302
H 1.847 -1.245 1.506
H 1.398 1.098 1.820
H 1.540 2.560 0.745
H 0.002 2.161 1.204
H 1.696 0.303 -0.221
H 0.671 1.189 -0.979
H -1.725 0.584 -3.596
*
```


Version S
A molecular structure, C6H12NOS, computed with ωB97M-V with the def2-TZVPD basis set.

Results
Gap between HOMO and LUMO   9.0 eV
Molecular weight   146.2 g mol⁻¹
HOMO energy   -13.857 eV

```
! wB97M-V def2-TZVPD RIJCOSX def2/J DEFGRID3
* xyz 1 1
C 1.312 -2.357 -0.120
C 0.111 -0.261 0.512
C -2.461 1.687 0.072
C -1.371 -0.576 0.457
C -2.056 0.362 -0.553
C 3.198 0.183 -0.521
N 0.881 -1.291 0.356
O 0.514 0.893 0.744
S 2.391 1.521 -0.081
H 1.650 -3.150 0.539
H 1.412 -2.517 -1.191
H -1.600 2.201 0.492
H -2.915 2.329 -0.677
H -3.188 1.522 0.864
H -1.797 -0.420 1.450
H -1.504 -1.620 0.178
H -2.940 -0.150 -0.932
H -1.389 0.534 -1.404
H 3.186 -0.101 -1.557
H 3.801 -0.391 0.161
H 2.765 1.602 1.213
*
```


version S comes first in stability; the runner-up is 0.0217 hartree higher.